The following is a DFT calculation (ωB97M-V/def2-TZVPD) of a cluster of 10 separate species, C41H62BN9O in total in a non-equilibrium geometry.

Geometry as ORCA input:
```
! wB97M-V def2-TZVPD RIJCOSX def2/J DEFGRID3
* xyz 0 1
C 2.04701 -0.73947 0.29841
C 0.53401 -0.80147 0.21541
C -0.07599 -2.21347 0.14241
C -1.57999 -2.23747 0.33941
C -2.05099 -1.57947 1.62241
C -1.43599 -0.05247 1.70241
N -0.07299 -0.05847 1.30241
O 0.69901 0.77753 1.88241
C -1.60899 0.38953 3.19041
C -2.27799 0.81853 0.84141
C 0.30901 0.03953 -1.06259
H 2.61101 -1.17447 -0.46459
H 2.34301 -1.11947 1.33741
H 2.53101 0.28353 0.26241
H 0.46701 -2.72147 1.01441
H 0.27501 -2.71147 -0.93659
H -1.77999 -3.25447 0.46841
H -1.99899 -1.78347 -0.56159
H -1.51899 -1.90247 2.35841
H -3.18899 -1.61147 1.71341
H -1.37499 1.43153 3.44341
H -0.94999 0.02153 3.94441
H -2.66099 0.26853 3.79641
H -2.03799 1.92753 0.96041
H -3.36199 0.98553 1.21341
H -2.33299 0.59053 -0.05759
H 0.37801 1.13053 -1.13559
H -0.73999 -0.34147 -1.45359
H 1.01701 -0.22047 -1.91159
B 0.32401 -3.13947 4.49541
H 1.05401 -3.83947 5.16941
H -0.34099 -2.53047 5.36141
H 1.00801 -2.37547 3.76441
H -0.32199 -3.87647 3.76141
N 3.31301 -2.86147 -3.40559
C 2.48501 -3.05247 -4.43559
C 1.43301 -4.09447 -3.94459
C 1.68001 -4.32847 -2.49059
C 2.95901 -3.53347 -2.15959
H 3.98201 -1.92147 -3.60459
H 2.76401 -2.61547 -5.39859
H 0.50701 -4.61347 -4.47159
H 1.09301 -4.90547 -1.79159
H 3.37301 -3.44047 -1.21559
N 6.02101 -1.27647 -4.20759
C 5.20801 -0.13747 -4.03959
C 5.06901 -0.05147 -2.44959
C 5.83201 -1.15147 -1.81259
C 6.45301 -1.91747 -3.05059
H 6.31301 -1.69847 -5.20459
H 4.71301 0.37753 -4.90459
H 4.52601 0.63753 -1.74459
H 5.96101 -1.33447 -0.70659
H 7.31301 -2.83747 -3.03159
N 1.54201 0.94153 -7.03359
C 2.24401 2.12053 -6.84159
C 2.46701 2.24753 -5.28859
C 1.81201 1.02253 -4.78459
C 1.31601 0.13153 -5.94459
H 1.33601 0.70653 -7.97159
H 2.50901 2.81153 -7.69659
H 3.01801 3.06453 -4.72559
H 1.41201 0.67053 -3.83959
H 0.90901 -0.84647 -6.22159
N 3.82701 2.46053 3.81441
C 3.49801 3.81453 4.11341
C 2.00401 3.71653 4.37841
C 1.57901 2.22353 4.65741
C 2.96801 1.57953 4.28941
H 4.80201 2.16353 3.68441
H 4.13801 4.71653 4.13141
H 1.55001 4.53053 4.69241
H 0.59201 1.73653 5.08741
H 3.54001 0.55853 4.46941
N 2.97101 3.28753 0.89141
C 3.48301 3.08653 -0.32159
C 2.45001 3.49453 -1.38959
C 1.17701 3.76153 -0.56559
C 1.58501 3.65153 0.94141
H 3.32901 2.94453 1.87841
H 4.48201 2.59453 -0.23159
H 2.50101 3.69053 -2.31459
H 0.06101 3.99453 -0.75259
H 0.93501 3.82953 1.75341
N -2.75799 1.90753 -3.85359
C -2.70799 0.46553 -3.79759
C -3.78499 0.03553 -2.75059
C -4.26699 1.25353 -2.10159
C -3.71599 2.40753 -2.89659
H -2.39399 2.39453 -4.57259
H -2.06299 -0.05947 -4.56659
H -4.08499 -1.00647 -2.55859
H -5.03299 1.34053 -1.39759
H -3.91999 3.45453 -2.80859
N -3.31399 2.69353 7.51641
C -4.67099 3.28653 7.42241
C -5.53199 2.54753 6.34941
C -4.77099 1.40353 6.06741
C -3.39599 1.47353 6.68241
H -2.57999 2.87753 8.23641
H -4.97499 4.15053 8.13141
H -6.59699 2.85253 6.17141
H -5.04299 0.49053 5.30941
H -2.60999 0.89553 6.80441
N -5.13799 -3.68547 -1.28559
C -4.64699 -3.97547 0.03941
C -5.59099 -3.33947 1.05141
C -6.71799 -2.66747 0.15941
C -6.31299 -2.91347 -1.28159
H -4.94199 -3.92647 -2.27059
H -3.63499 -4.39747 0.22941
H -5.51599 -3.38347 2.12641
H -7.41399 -2.17047 0.42541
H -6.78899 -2.73447 -2.38859
*
```

The calculation puts the lowest unoccupied orbital energy at -2.68 eV. The value obtained for the HOMO energy is -7.06 eV. For the energy relative to the best compared isomer or geometry (same formula, charge and spin), the calculation gives 496.3 kJ/mol. The calculation puts the HOMO-LUMO gap at 0.1610 hartree. The total energy is -59626.5252 eV.

The following is a DFT calculation (ωB97M-V/def2-TZVPD) of the molecule C25H38N4O4S2 in a non-equilibrium geometry.

Geometry as ORCA input:
```
! wB97M-V def2-TZVPD RIJCOSX def2/J DEFGRID3
* xyz 0 1
C 4.65296 4.13771 2.15167
C 3.51356 3.22156 1.71606
C 2.65171 2.81359 2.91296
C 1.54043 1.86131 2.47317
N 2.06261 0.70988 1.77037
S 2.58770 -0.52897 2.75826
O 3.65659 -1.23579 2.11712
O 2.77476 -0.09053 4.11404
C 1.13618 -1.58261 2.71346
C 0.47570 -1.94992 3.86922
C -0.64079 -2.76084 3.77156
C -1.06708 -3.21627 2.53122
C -0.36678 -2.87948 1.36398
C 0.73068 -2.03119 1.47363
N -0.71114 -3.42912 0.11906
C 0.33895 -3.60997 -0.87624
C 0.42104 -2.38897 -1.80806
O 1.29438 -1.54845 -1.70566
N -0.58300 -2.34284 -2.69084
C -0.83067 -1.23841 -3.58853
C -2.29181 -0.73311 -3.47141
N -2.59672 0.28816 -2.50958
C -2.36100 1.69410 -2.80932
C -2.51107 2.03578 -4.28839
C -1.01290 2.20326 -2.27429
C -0.94307 1.96956 -0.77031
C -1.13276 0.48473 -0.48155
C -2.43125 -0.05925 -1.10714
C -3.66380 0.38172 -0.30526
C -1.97220 -3.78955 -0.23108
O -2.23312 -4.23663 -1.33479
C -3.04197 -3.57645 0.81043
S -2.50734 -4.22546 2.41919
C 2.90077 1.03901 0.63603
C 4.05076 1.95959 1.03706
H 5.29501 3.62732 2.86575
H 5.25608 4.43088 1.29532
H 4.26244 5.03717 2.62252
H 2.88212 3.76092 0.99831
H 3.26880 2.29849 3.65105
H 2.21139 3.69479 3.38351
H 0.99342 1.48692 3.33956
H 0.83837 2.37171 1.80514
H 0.83667 -1.59017 4.81880
H -1.19193 -3.05738 4.65014
H 1.28425 -1.70869 0.60730
H 0.09057 -4.50163 -1.45872
H 1.29334 -3.75050 -0.36897
H -1.26859 -3.08997 -2.68236
H -0.11234 -0.45384 -3.34947
H -0.65349 -1.57353 -4.61669
H -2.60573 -0.37710 -4.45101
H -2.91766 -1.60304 -3.23356
H -3.14837 2.24353 -2.27221
H -1.69599 1.62186 -4.87722
H -2.49250 3.11730 -4.40143
H -3.45943 1.67220 -4.67565
H -0.19098 1.68072 -2.76698
H -0.91652 3.26776 -2.49697
H 0.02337 2.29677 -0.38123
H -1.71786 2.55755 -0.27295
H -1.14507 0.30422 0.59614
H -0.27757 -0.04961 -0.89268
H -2.39583 -1.15440 -1.06069
H -3.74280 1.46282 -0.25938
H -3.60345 0.00385 0.71333
H -4.56360 -0.00785 -0.77433
H -3.26119 -2.51220 0.92533
H -3.94460 -4.10763 0.51438
H 3.28000 0.10001 0.23496
H 2.26702 1.51424 -0.11937
H 4.63476 2.22193 0.15325
H 4.69758 1.41843 1.73106
*
```

The calculation puts the lowest unoccupied orbital energy at 0.42 eV. The value obtained for the HOMO energy is -8.03 eV. The calculation puts the HOMO-LUMO gap at 0.3107 hartree. The total energy is -62364.2970 eV. The SMILES is CC1CCN(S(=O)(=O)c2ccc3c(c2)N(CC(=O)NCCN2[C@H](C)CCC[C@H]2C)C(=O)CS3)CC1.

The following is a DFT calculation (ωB97M-V/def2-TZVPD) of a cluster of 3 separate species, C35H52ClF4NO12S2 in total in a non-equilibrium geometry.

Geometry as ORCA input:
```
! wB97M-V def2-TZVPD RIJCOSX def2/J DEFGRID3
* xyz 0 1
C -3.65781 -2.38052 -0.36711
C -3.86851 -0.84464 -0.55486
C -2.96333 -0.14301 -1.59268
C -1.60402 0.55106 -1.23698
C -1.53575 0.82561 0.30091
Cl -1.35657 -0.63125 1.41024
C -2.61497 1.66631 1.04098
C -3.86589 2.25355 0.35934
C -0.43743 -0.40201 -1.85081
C -0.59333 -1.88168 -1.45138
C -0.48522 -0.48507 -3.42011
F 0.46919 0.23959 -4.05775
F -0.28896 -1.72600 -3.90436
F -1.62205 -0.06229 -4.00587
C 1.04951 -0.00219 -1.45687
C 1.57533 -0.25630 -0.00627
C 2.03063 -1.69201 0.38142
C 1.49329 -2.18469 1.77085
C 0.51363 -3.37878 1.67045
S 1.07240 -4.85639 2.52790
O 1.61117 -5.74045 1.54498
O 1.92424 -4.59407 3.63404
O -0.26100 -5.52463 3.13933
O 1.88783 -0.83172 -2.23706
C 3.20388 -0.48906 -2.56140
O 3.44696 -0.13520 -3.68778
C 4.40208 -0.62516 -1.64010
C 4.92770 0.49902 -1.05771
C 5.99360 0.41311 -0.19151
C 6.48711 -0.84624 0.06556
C 5.97934 -1.97414 -0.53142
C 4.91428 -1.88488 -1.39726
S 1.17854 1.80652 -1.67464
O 2.24150 2.20175 -2.54445
O 1.39815 2.46693 -0.42175
O -0.13786 2.25039 -2.47130
C -1.43712 1.99484 -1.90952
F -1.44875 3.03678 -0.95899
N -2.33341 2.36315 -2.96822
C -3.58103 3.07317 -2.69809
C -3.73680 4.49388 -2.14294
O -4.60824 2.54604 -3.06414
C -1.69532 3.13828 -4.06563
C -1.40777 2.49171 -5.41710
O -1.45395 4.31693 -3.95521
H -4.54322 -2.77168 0.14224
H -3.55502 -2.82979 -1.36326
H -2.75986 -2.61505 0.20771
H -3.94587 -0.44130 0.45760
H -4.89393 -0.80451 -0.95010
H -3.61719 0.58439 -2.08712
H -2.88543 -0.90219 -2.37657
H -0.58862 1.33909 0.48430
H -2.98410 1.17109 1.94188
H -2.09685 2.52934 1.48060
H -4.23165 1.81910 -0.56988
H -3.70733 3.32031 0.17794
H -4.71428 2.23737 1.05573
H -0.67453 -2.07582 -0.38603
H 0.25626 -2.49382 -1.76306
H -1.44926 -2.36799 -1.92183
H 1.05739 0.19159 0.83950
H 2.52238 0.30842 0.00120
H 1.78211 -2.47760 -0.33290
H 3.11612 -1.73061 0.49974
H 1.08680 -1.35658 2.35614
H 2.34395 -2.54350 2.36529
H 0.36636 -3.68263 0.62939
H -0.47862 -3.08483 2.03435
H -0.91268 -5.65848 2.43441
H 4.46962 1.45429 -1.31151
H 6.39286 1.31208 0.26559
H 7.32468 -0.94626 0.75205
H 6.39144 -2.95371 -0.30610
H 4.47084 -2.75726 -1.86734
H -2.79608 4.93272 -1.81050
H -4.48501 4.46911 -1.34890
H -4.18461 5.08851 -2.94564
H -1.59496 3.25657 -6.17440
H -0.35253 2.21066 -5.48864
H -2.05687 1.64069 -5.63488
C -4.03491 -4.68231 6.54986
C -2.75254 -4.80015 5.73677
C -3.23158 -4.41022 4.34795
O -4.30509 -3.48278 4.52589
C -4.70612 -3.48148 5.90075
H -3.86782 -4.54940 7.61777
H -4.64814 -5.57591 6.40895
H -2.01600 -4.07746 6.09573
H -2.29953 -5.78968 5.76816
H -3.62146 -5.27869 3.80291
H -2.44629 -3.94681 3.74795
H -4.36522 -2.54395 6.35293
H -5.79422 -3.52059 5.96285
C 3.71408 5.17698 0.70725
C 4.41854 5.76679 -0.50774
C 5.76205 5.05347 -0.46814
O 5.52472 3.76709 0.11352
C 4.20806 3.74136 0.68371
H 2.62816 5.25187 0.66651
H 4.05743 5.67808 1.61645
H 3.87759 5.49607 -1.41774
H 4.51322 6.85169 -0.47784
H 6.47763 5.58731 0.16693
H 6.20272 4.92912 -1.45808
H 3.57643 3.11968 0.04702
H 4.25070 3.29191 1.67796
*
```

The calculation puts the lowest unoccupied orbital energy at 0.03 eV. The value obtained for the HOMO energy is -9.39 eV. For the energy relative to the best compared isomer or geometry (same formula, charge and spin), the calculation gives 99.8 kJ/mol. The calculation puts the HOMO-LUMO gap at 0.3460 hartree. The total energy is -108256.6002 eV. The SMILES is CCC[C@@]1([C@H](Cl)CC)[C@@](C)(C(F)(F)F)[C@@](CCCCS(=O)(=O)O)(OC(=O)c2ccccc2)S(=O)(=O)O[C@@]1(F)N(C(C)=O)C(C)=O.C1CCOC1.C1CCOC1.

The following is a DFT calculation (ωB97M-V/def2-TZVPD) of the ion C16H34N3S with charge +1.

Geometry as ORCA input:
```
! wB97M-V def2-TZVPD RIJCOSX def2/J DEFGRID3
* xyz 1 1
C 6.68419 -2.02578 1.53095
C 5.53694 -1.27189 2.19219
C 4.53961 -0.69187 1.18868
C 3.75342 -1.76261 0.43347
C 2.68752 -1.14032 -0.46594
C 1.96890 -2.14917 -1.36473
C 1.26593 -3.29468 -0.63269
C 0.15648 -2.83582 0.31841
N -0.89034 -2.13921 -0.40147
C -1.19286 -0.84339 -0.42187
S -2.24744 -0.30130 -1.61472
N -0.71659 -0.01103 0.52872
C -0.70187 1.43101 0.41866
C -1.98030 2.08553 0.96385
N -3.05934 2.07864 -0.04511
C -3.01328 3.26382 -0.92662
C -3.99779 3.09936 -2.07716
C -5.41049 2.91437 -1.53468
C -5.43107 1.72520 -0.58087
C -4.40886 1.91895 0.53240
H 7.40758 -2.33715 2.28005
H 7.19205 -1.38944 0.80986
H 6.32816 -2.91513 1.01758
H 5.01196 -1.93901 2.88028
H 5.94954 -0.45021 2.78148
H 3.83586 -0.04927 1.72712
H 5.07486 -0.06446 0.47292
H 3.29018 -2.43456 1.15945
H 4.43378 -2.35046 -0.18240
H 1.96589 -0.59597 0.14996
H 3.16676 -0.40238 -1.11321
H 1.24187 -1.61395 -1.98206
H 2.70131 -2.59016 -2.04222
H 0.83416 -3.96812 -1.37618
H 1.99138 -3.86715 -0.05609
H 0.57325 -2.19718 1.09650
H -0.29177 -3.70864 0.80257
H -1.31903 -2.68279 -1.14061
H -0.14810 -0.41565 1.25716
H -0.56198 1.70699 -0.63176
H 0.15359 1.80124 0.98504
H -2.31174 1.53020 1.84371
H -1.77494 3.11468 1.26546
H -2.86011 1.19643 -0.69004
H -1.99875 3.37631 -1.31137
H -3.26520 4.14833 -0.33428
H -3.94606 3.97997 -2.71608
H -3.71511 2.23184 -2.67600
H -6.10498 2.74392 -2.35523
H -5.72810 3.81721 -1.00996
H -6.41897 1.60845 -0.13713
H -5.19786 0.81086 -1.12955
H -4.40463 1.04782 1.19019
H -4.64763 2.80765 1.12337
*
```

The calculation puts the lowest unoccupied orbital energy at -2.22 eV. The value obtained for the HOMO energy is -12.06 eV. For the energy relative to the best compared isomer or geometry (same formula, charge and spin), the calculation gives 8.1 kJ/mol. The calculation puts the HOMO-LUMO gap at 0.3616 hartree. The total energy is -32444.9616 eV. The SMILES is CCCCCCCCNC(=S)NCC[NH+]1CCCCC1.